The following is a DFT calculation (wB97M-V/def2-TZVPD) of a cluster of 6 separate species, C54H114N6O6 in total in a non-equilibrium geometry.

LUMO level, eV: 0.386
Energy above the lowest of the compared OMol25 structures with the same formula, charge and spin, kcal/mol: 203.3
SMILES string: CC1(C)CCCC(C)(C)N1O.CC1(C)CCCC(C)(C)N1O.CC1(C)CCCC(C)(C)N1O.CC1(C)CCCC(C)(C)N1O.CC1(C)CCCC(C)(C)N1O.CC1(C)CCCC(C)(C)N1O
2S+1: 1

Element x y z (Å)
C (0.126, -5.579, -4.501)
C (1.015, -6.749, -4.223)
C (1.002, -7.053, -2.697)
C (-0.353, -7.661, -2.155)
C (-0.668, -8.880, -2.968)
C (-0.606, -8.703, -4.537)
N (0.647, -7.971, -4.976)
O (0.770, -7.782, -6.373)
C (-0.641, -10.155, -4.992)
C (-1.922, -8.101, -5.047)
C (2.390, -6.306, -4.638)
H (-0.156, -5.370, -5.533)
H (0.676, -4.691, -4.189)
H (-0.808, -5.545, -3.939)
H (1.924, -7.520, -2.352)
H (1.131, -6.117, -2.154)
H (-1.263, -7.063, -2.181)
H (-0.087, -7.945, -1.136)
H (-1.559, -9.266, -2.473)
H (0.153, -9.539, -2.687)
H (-1.545, -10.690, -4.698)
H (-0.358, -10.111, -6.044)
H (0.189, -10.759, -4.627)
H (-1.742, -8.007, -6.118)
H (-2.753, -8.753, -4.779)
H (-2.048, -7.085, -4.673)
H (2.600, -5.328, -4.205)
H (2.558, -6.134, -5.701)
H (3.179, -6.913, -4.194)
H (1.687, -7.932, -6.614)
C (-1.378, -0.817, 11.166)
C (0.209, -1.177, 11.062)
C (0.275, -2.464, 11.997)
C (1.303, -3.554, 11.891)
C (1.488, -3.811, 10.398)
C (1.726, -2.538, 9.543)
N (0.613, -1.597, 9.697)
O (0.659, -0.528, 8.805)
C (3.122, -1.975, 9.829)
C (1.724, -2.932, 8.071)
C (1.092, 0.047, 11.535)
H (-2.064, -1.615, 10.883)
H (-1.456, -0.060, 10.386)
H (-1.742, -0.503, 12.144)
H (0.461, -2.077, 12.999)
H (-0.658, -2.968, 11.745)
H (1.289, -4.442, 12.523)
H (2.182, -3.156, 12.399)
H (0.708, -4.383, 9.894)
H (2.408, -4.364, 10.210)
H (3.903, -2.571, 9.356)
H (3.207, -0.988, 9.376)
H (3.174, -1.826, 10.908)
H (1.926, -2.100, 7.397)
H (2.436, -3.723, 7.839)
H (0.707, -3.160, 7.751)
H (2.118, -0.222, 11.784)
H (0.674, 0.460, 12.454)
H (1.144, 0.816, 10.765)
H (0.344, -0.841, 7.953)
C (4.994, 5.869, 3.462)
C (6.321, 6.058, 4.280)
C (7.504, 6.187, 3.213)
C (8.771, 6.425, 3.870)
C (8.522, 7.740, 4.568)
C (7.417, 7.788, 5.705)
N (6.196, 7.332, 5.021)
O (5.226, 7.232, 5.985)
C (7.822, 7.087, 7.038)
C (7.303, 9.389, 5.987)
C (6.457, 4.691, 5.049)
H (4.102, 5.371, 3.843)
H (5.196, 5.545, 2.441)
H (4.753, 6.887, 3.156)
H (7.516, 5.380, 2.480)
H (7.193, 6.840, 2.397)
H (9.400, 6.604, 2.997)
H (9.087, 5.651, 4.569)
H (8.245, 8.583, 3.936)
H (9.373, 8.172, 5.096)
H (6.912, 7.094, 7.638)
H (8.296, 6.108, 6.964)
H (8.493, 7.710, 7.629)
H (6.678, 9.618, 6.850)
H (8.234, 9.775, 6.401)
H (7.115, 9.989, 5.097)
H (5.610, 4.508, 5.710)
H (7.384, 4.483, 5.582)
H (6.573, 3.842, 4.375)
H (4.471, 7.759, 5.713)
C (-5.690, 0.409, 3.475)
C (-4.324, -0.091, 2.996)
C (-4.616, -1.502, 2.392)
C (-3.588, -2.139, 1.391)
C (-3.424, -1.094, 0.266)
C (-2.988, 0.365, 0.779)
N (-3.856, 0.871, 1.935)
O (-3.511, 2.121, 2.384)
C (-1.477, 0.295, 1.109)
C (-3.302, 1.194, -0.454)
C (-3.233, -0.235, 4.131)
H (-5.647, 1.190, 4.235)
H (-6.263, -0.382, 3.958)
H (-6.173, 0.767, 2.566)
H (-4.844, -2.123, 3.259)
H (-5.540, -1.439, 1.817)
H (-3.807, -3.109, 0.944)
H (-2.677, -2.430, 1.914)
H (-4.451, -1.161, -0.094)
H (-2.727, -1.366, -0.526)
H (-1.163, -0.645, 1.561)
H (-0.977, 0.445, 0.152)
H (-1.098, 1.114, 1.720)
H (-2.846, 0.688, -1.304)
H (-4.380, 1.353, -0.474)
H (-2.999, 2.208, -0.190)
H (-2.270, -0.163, 3.626)
H (-3.358, -1.140, 4.725)
H (-3.423, 0.617, 4.783)
H (-3.861, 2.692, 1.696)
C (4.892, 3.073, -4.168)
C (4.364, 4.149, -5.083)
C (5.474, 4.825, -5.837)
C (6.079, 3.896, -6.877)
C (4.866, 3.537, -7.901)
C (3.783, 2.658, -7.133)
N (3.392, 3.410, -5.944)
O (2.325, 2.857, -5.145)
C (2.704, 2.486, -8.097)
C (4.373, 1.214, -6.770)
C (3.635, 5.249, -4.256)
H (5.665, 3.495, -3.526)
H (5.429, 2.347, -4.778)
H (4.147, 2.586, -3.539)
H (5.268, 5.821, -6.230)
H (6.257, 4.998, -5.098)
H (6.571, 2.973, -6.570)
H (6.746, 4.479, -7.513)
H (5.349, 3.014, -8.727)
H (4.385, 4.429, -8.302)
H (2.922, 1.854, -8.958)
H (1.900, 2.068, -7.492)
H (2.279, 3.385, -8.542)
H (3.895, 0.794, -5.885)
H (4.399, 0.491, -7.585)
H (5.457, 1.234, -6.655)
H (4.239, 5.730, -3.486)
H (2.798, 4.826, -3.701)
H (3.172, 5.982, -4.917)
H (1.616, 3.498, -5.230)
C (-9.928, -2.922, -6.673)
C (-9.087, -1.744, -7.166)
C (-9.881, -1.142, -8.313)
C (-9.472, 0.279, -8.581)
C (-9.464, 1.100, -7.348)
C (-8.598, 0.534, -6.147)
N (-8.998, -0.852, -5.972)
O (-8.396, -1.387, -4.798)
C (-7.109, 0.790, -6.394)
C (-9.050, 1.379, -5.032)
C (-7.746, -2.257, -7.612)
H (-9.483, -3.563, -5.912)
H (-10.303, -3.681, -7.360)
H (-10.884, -2.608, -6.254)
H (-9.777, -1.640, -9.277)
H (-10.954, -1.224, -8.139)
H (-10.167, 0.739, -9.282)
H (-8.510, 0.365, -9.086)
H (-10.499, 1.318, -7.084)
H (-9.121, 2.086, -7.659)
H (-6.399, 0.206, -5.808)
H (-6.779, 0.725, -7.431)
H (-6.800, 1.830, -6.288)
H (-8.902, 2.451, -5.159)
H (-10.108, 1.260, -4.796)
H (-8.395, 1.054, -4.223)
H (-7.762, -2.696, -8.610)
H (-7.379, -2.974, -6.878)
H (-7.080, -1.402, -7.725)
H (-9.132, -1.631, -4.232)

Force components x, y, z for each atom (eV/Å):
C -1.081 1.741 0.157
C -0.453 -0.649 -0.087
C -1.233 1.263 0.151
C 1.827 0.274 -0.779
C 1.811 0.385 0.451
C -1.030 -0.640 1.420
N 0.380 -1.384 1.917
O -1.459 0.296 -0.100
C 1.906 -0.049 -1.050
C 1.185 0.732 -0.230
C 1.448 0.474 0.542
H 0.276 -0.542 -0.235
H -0.172 0.192 0.106
H -0.006 -0.297 0.131
H -0.325 -1.126 -0.310
H -0.165 0.626 -0.341
H 0.547 0.924 0.203
H -0.603 -0.009 0.207
H -0.491 -0.525 -1.176
H -0.058 -0.593 -0.334
H -0.137 0.320 -0.545
H -1.026 -0.479 -0.511
H 0.168 0.232 0.635
H -0.716 -0.107 -0.228
H -0.024 0.224 -0.242
H -0.339 -0.124 0.118
H -0.178 0.123 0.151
H -0.219 -0.396 -0.055
H 0.023 -0.505 -0.412
H 0.144 -0.378 0.444
C 1.761 0.270 -1.466
C 0.045 -0.624 0.513
C -0.356 0.185 0.235
C 1.705 0.962 -1.139
C 1.255 0.041 -0.574
C 0.427 0.066 -0.555
N -1.611 -1.347 1.161
O 0.606 1.198 0.156
C -0.702 0.914 0.206
C -0.621 0.174 -0.660
C -0.716 -0.810 0.234
H 0.533 -0.404 -0.237
H -0.596 0.476 0.356
H 0.612 0.401 0.016
H -1.350 0.124 0.302
H -0.408 0.258 0.949
H -1.494 -0.288 -0.264
H 0.888 0.380 -0.817
H -0.437 -0.019 0.496
H 0.063 -0.399 0.113
H 0.042 -0.259 0.571
H -0.089 0.132 -0.042
H 0.820 -0.278 -0.061
H 0.692 0.227 0.282
H -0.209 -0.115 0.070
H -0.123 -0.819 0.188
H -0.028 -0.297 -0.153
H -0.152 0.172 -0.061
H -0.222 -0.053 0.050
H -0.341 -0.268 0.124
C 0.683 1.802 -1.110
C -0.626 -2.214 -1.683
C -3.718 -1.713 -0.403
C 0.475 2.023 -0.449
C 0.380 1.446 2.444
C 1.465 1.689 -1.229
N 1.661 -0.123 -0.313
O -1.556 -0.660 1.406
C -0.653 0.790 -0.278
C 0.439 -1.509 0.788
C 0.825 0.203 0.269
H 0.448 -0.035 0.438
H 0.264 -1.080 0.182
H -0.680 0.409 0.502
H -0.022 -1.452 0.911
H 0.264 1.643 0.710
H 1.177 -0.253 0.602
H 0.160 -0.080 -0.372
H -0.093 -0.534 -0.785
H 0.593 -0.412 -0.029
H -0.011 -0.666 0.078
H -0.385 -0.047 -0.197
H 0.277 0.207 -0.369
H -0.855 -0.119 -0.444
H 0.603 -0.387 -0.339
H -0.524 -0.274 0.074
H 0.093 0.088 -0.001
H 0.091 0.867 0.651
H -0.826 0.233 -0.735
H 0.050 0.158 -0.321
C 0.312 0.066 0.353
C 1.293 -0.140 -0.236
C 0.199 -0.347 -1.077
C 0.989 0.847 0.901
C -0.161 -0.004 2.138
C -0.878 -1.695 0.945
N -1.084 -3.631 -2.118
O 0.893 0.721 0.632
C -0.222 0.586 -0.672
C -0.109 1.065 1.721
C -1.384 0.787 -0.845
H 0.253 0.310 -0.261
H -0.058 -0.209 -0.236
H -0.393 0.010 0.297
H 0.157 -0.218 -0.097
H -0.272 0.149 0.037
H -1.058 0.072 0.081
H 0.466 0.615 0.197
H 0.043 0.994 -0.764
H -0.012 -0.138 0.080
H -0.130 -0.019 -0.092
H 0.372 -0.396 -0.054
H -0.416 0.099 0.217
H -0.171 0.814 -0.249
H -0.167 -0.766 -0.613
H 0.927 0.261 -0.960
H 0.110 -0.156 0.512
H 0.124 -0.075 -0.179
H 0.608 0.057 0.147
H -0.226 0.335 0.193
C 1.628 0.072 0.662
C -1.700 -0.434 1.055
C 1.558 -1.052 0.307
C -2.153 0.957 -2.848
C 1.505 -0.744 2.596
C 3.258 -0.365 -0.080
N -1.025 2.267 -0.770
O 1.115 -0.412 -0.688
C -2.819 -0.355 -0.399
C 0.570 0.668 -0.591
C -0.874 -0.731 -0.236
H 0.001 0.064 0.396
H -0.239 -0.223 0.205
H -0.078 0.109 -0.302
H -0.518 -0.256 -0.317
H 0.013 0.230 0.325
H -0.099 0.319 0.364
H 0.510 -0.124 0.237
H -0.514 -0.420 -0.089
H 0.077 0.124 0.235
H 0.281 -0.300 0.375
H -0.496 -0.483 -0.527
H 0.302 0.482 0.320
H 0.027 0.008 -0.142
H -1.082 0.043 -0.308
H 0.066 0.478 0.830
H 0.421 0.006 -0.374
H 0.012 -0.260 0.047
H 0.307 0.231 -0.094
H -0.057 0.100 -0.189
C -1.097 -1.242 0.743
C -0.580 -1.976 0.975
C -0.121 0.843 -0.509
C -0.223 0.269 -0.831
C 0.530 0.446 0.113
C -0.913 0.942 -2.838
N -1.230 1.024 -0.308
O 0.548 -0.360 -0.954
C 1.078 0.524 -0.863
C 0.261 0.203 2.216
C 0.791 0.431 -0.402
H 0.517 0.391 0.223
H 0.600 0.287 -1.024
H 0.070 0.602 0.262
H 0.474 -0.789 0.325
H -0.084 0.342 0.464
H -0.145 -0.021 -0.171
H 0.279 -0.399 0.037
H -0.096 -0.481 0.677
H 0.548 0.203 0.439
H -0.365 -0.213 0.205
H -0.360 -0.864 -0.334
H -0.511 0.324 0.835
H 0.282 -0.096 -0.405
H 0.075 -0.373 0.132
H -0.465 0.363 0.798
H -0.292 -0.372 0.117
H 0.332 0.153 -0.136
H 0.325 -0.211 0.262
H -0.225 0.049 -0.042